[1]
The following is a quantum chemistry calculation of a structure of composition C54H51F15GeN7OSTeTi, from the OMol25 dataset.

XYZ file:
```
132
Properties=species:S:1:pos:R:3
Ti -0.14 -0.13 -0.20
C 2.11 -2.74 -1.08
C 0.66 -2.86 -1.52
N -0.27 -2.31 -0.53
C -1.67 -2.65 -0.82
C -2.48 -1.37 -1.05
N -2.19 -0.39 0.00
C -2.91 -0.62 1.25
C -2.08 -1.35 2.32
C -0.93 -0.48 2.85
N 0.16 -0.33 1.89
C 1.33 -1.15 2.17
C 2.45 -0.67 1.24
N 1.93 -0.49 -0.11
C 2.59 -1.29 -1.12
H 2.72 -3.32 -1.78
H 2.25 -3.17 -0.08
H 0.43 -3.92 -1.71
H 0.53 -2.30 -2.45
H -0.02 -2.73 0.36
H -2.11 -3.23 0.00
H -1.75 -3.27 -1.73
H -3.55 -1.60 -1.11
H -2.14 -0.93 -1.99
H -2.42 0.54 -0.36
H -3.81 -1.22 1.05
H -3.22 0.34 1.66
H -1.68 -2.28 1.93
H -2.75 -1.59 3.15
H -0.56 -0.92 3.78
H -1.35 0.51 3.08
H 0.47 0.64 1.88
H 1.10 -2.21 2.00
H 1.65 -1.05 3.22
H 3.28 -1.38 1.26
H 2.81 0.30 1.62
H 1.98 0.50 -0.39
H 3.69 -1.26 -0.99
H 2.35 -0.88 -2.11
C 6.67 6.95 -0.90
C 5.54 5.97 -0.84
C 5.61 4.74 -1.46
C 4.55 3.84 -1.44
C 4.78 2.51 -2.08
C 3.35 4.20 -0.83
Te 1.63 2.80 -1.02
N -0.20 1.75 0.02
C -0.89 2.81 0.25
O -0.40 3.97 0.17
C -2.34 2.82 0.65
C -3.28 3.11 -0.33
C -4.60 3.33 0.01
C -5.00 3.26 1.34
C -4.06 2.97 2.32
C -2.74 2.76 1.98
C 0.98 4.06 -2.66
C 0.26 5.21 -2.38
C -0.15 6.06 -3.40
C 0.16 5.76 -4.71
C 0.90 4.62 -4.99
C 1.32 3.76 -3.97
C 2.13 2.57 -4.38
C 3.29 5.41 -0.13
C 2.09 5.80 0.68
C 4.38 6.27 -0.13
H 7.50 6.56 -1.48
H 7.02 7.20 0.10
H 6.32 7.88 -1.36
H 6.51 4.46 -1.98
H 5.78 2.16 -1.86
H 4.69 2.58 -3.17
H 4.06 1.77 -1.73
H -2.96 3.19 -1.36
H -5.32 3.58 -0.76
H -6.02 3.47 1.62
H -4.37 2.91 3.36
H -2.00 2.61 2.76
H 0.00 5.45 -1.36
H -0.73 6.94 -3.16
H -0.15 6.40 -5.52
H 1.16 4.38 -6.01
H 1.60 2.02 -5.15
H 2.31 1.91 -3.53
H 3.08 2.89 -4.80
H 1.34 5.02 0.67
H 1.66 6.72 0.29
H 2.39 6.00 1.71
H 4.32 7.20 0.42
N 3.72 2.94 1.78
C 3.74 3.64 2.93
C 2.48 3.55 3.48
C 1.75 2.79 2.57
N 2.50 2.44 1.52
H 4.42 2.94 1.06
H 4.62 4.15 3.27
H 2.14 3.95 4.41
H 0.71 2.53 2.62
F -0.95 1.42 -7.35
C 0.20 0.73 -7.17
C 0.38 0.02 -5.99
C 1.61 -0.61 -5.84
F 1.85 -1.26 -4.69
C 2.60 -0.58 -6.81
F 3.77 -1.21 -6.62
C 2.37 0.13 -7.99
F 3.31 0.17 -8.95
C 1.16 0.79 -8.16
F 0.94 1.49 -9.29
Ge -0.92 -0.05 -4.48
S 0.09 0.40 -2.63
C -2.40 1.22 -4.97
C -3.30 0.91 -5.97
F -3.14 -0.23 -6.66
C -4.36 1.75 -6.29
F -5.22 1.42 -7.26
C -4.54 2.93 -5.58
F -5.56 3.74 -5.87
C -3.65 3.26 -4.56
F -3.82 4.38 -3.85
C -2.60 2.40 -4.28
F -1.75 2.71 -3.29
C -1.83 -1.84 -4.61
C -3.17 -1.96 -4.23
F -3.77 -0.88 -3.68
C -3.90 -3.12 -4.37
F -5.17 -3.19 -3.96
C -3.29 -4.24 -4.94
F -3.97 -5.39 -5.09
C -1.95 -4.15 -5.36
F -1.36 -5.22 -5.91
C -1.26 -2.97 -5.19
F 0.01 -2.91 -5.60
```

The gap between HOMO and LUMO (spin up / spin down) comes out at 4.515 / 4.573 eV. As for the spin multiplicity: 2. Its energy above the lowest of the compared OMol25 structures with the same formula, charge and spin is 87.41 kcal per mole. The value obtained for the energy is -7637.36516 Ha. The value obtained for the HOMO energy (spin up / spin down) is -4.9 / -5.0 eV.

---

[2]
The following is a quantum chemistry calculation of the molecule C4H11N2S, from the OMol25 dataset.

XYZ file:
```
18
Properties=species:S:1:pos:R:3
N -1.01 -0.04 -1.47
C -0.94 -0.34 0.02
C -2.26 0.02 0.75
S -3.74 -0.71 -0.09
C 0.37 0.33 0.46
N 1.40 -0.19 -0.35
C 2.80 0.17 -0.11
H -1.71 -0.73 -1.79
H -1.50 0.95 -1.55
H -0.85 -1.47 0.15
H -2.17 -0.34 1.77
H -2.30 1.08 0.92
H 0.53 0.22 1.57
H 0.43 1.44 0.32
H 1.30 -1.23 -0.40
H 2.88 1.24 0.26
H 3.40 0.17 -1.09
H 3.37 -0.57 0.63
```

The gap between HOMO and LUMO (spin up / spin down) comes out at 9.274 / 6.099 eV. As for the spin multiplicity: 2. Its energy above the lowest of the compared OMol25 structures with the same formula, charge and spin is 30.25 kcal per mole. The value obtained for the energy is -666.60353 Ha. The value obtained for the HOMO energy (spin up / spin down) is -8.3 / -8.3 eV.

---

[3]
The following is a quantum chemistry calculation of a structure of composition C15H26AuN3O3, from the OMol25 dataset.

XYZ file:
```
48
Properties=species:S:1:pos:R:3
Au 0.27 0.30 -0.83
C 4.37 0.21 1.11
C 2.92 0.09 0.77
N 2.44 -0.13 -0.41
O 3.21 -0.35 -1.51
C 1.95 0.21 1.84
C 2.30 0.20 3.30
N 0.71 0.27 1.52
O -0.32 0.27 2.18
H 5.04 0.24 0.25
H 4.67 -0.62 1.75
H 4.52 1.12 1.68
H 4.16 -0.43 -1.30
H 3.36 0.18 3.48
H 1.83 -0.67 3.77
H 1.87 1.08 3.79
C -0.91 -3.08 -1.63
N -1.73 -3.31 -0.43
C -3.06 -3.83 -0.78
C -1.79 -2.09 0.45
C -2.46 -0.90 -0.17
C -3.81 -0.67 0.11
C -4.47 0.45 -0.35
C -3.80 1.38 -1.12
C -2.46 1.16 -1.43
C -1.80 0.07 -0.92
H -0.79 -4.01 -2.18
H 0.08 -2.71 -1.34
H -1.39 -2.35 -2.27
H -1.26 -4.03 0.13
H -3.61 -3.09 -1.35
H -3.62 -4.08 0.11
H -2.96 -4.73 -1.38
H -0.77 -1.84 0.73
H -2.34 -2.36 1.35
H -4.34 -1.38 0.73
H -5.51 0.61 -0.10
H -4.29 2.27 -1.48
H -1.95 1.87 -2.07
C 1.97 4.70 -0.44
C 1.97 3.20 -0.65
O 0.66 2.70 -0.91
H 2.98 5.03 -0.22
H 1.33 4.97 0.39
H 1.65 5.22 -1.35
H 2.30 2.69 0.26
H 2.64 2.93 -1.48
H 0.27 3.23 -1.62
```

The gap between HOMO and LUMO (spin up / spin down) comes out at 8.907 / 6.024 eV. As for the spin multiplicity: 3. Its energy above the lowest of the compared OMol25 structures with the same formula, charge and spin is 5.85 kcal per mole. The value obtained for the energy is -1112.05876 Ha. The net charge is +2. The value obtained for the HOMO energy (spin up / spin down) is -15.3 / -15.2 eV.

---

[4]
The following is a quantum chemistry calculation of the ion CH3IO3P with charge -1, from the OMol25 dataset.

XYZ file:
```
9
Properties=species:S:1:pos:R:3
C -0.75 -0.53 -1.01
O -0.43 0.73 -0.67
P 0.98 0.82 0.87
O 1.04 2.17 1.43
O 2.08 -0.07 0.51
I -0.53 -0.57 2.35
H 0.05 -1.18 -0.84
H -0.90 -0.39 -2.05
H -1.54 -0.98 -0.58
```

The gap between HOMO and LUMO comes out at 8.384 eV. As for the spin multiplicity: 1. Its energy above the lowest of the compared OMol25 structures with the same formula, charge and spin is 32.37 kcal per mole. The value obtained for the energy is -904.79917 Ha. The SMILES is CO[P@](=O)([O-])I. The net charge is -1. The value obtained for the HOMO energy is -5.3 eV.

---

[5]
The following is a quantum chemistry calculation of a cluster of 14 separate species, C2H34NO13S2 in total, from the OMol25 dataset.

XYZ file:
```
52
Properties=species:S:1:pos:R:3
N 0.43 -0.94 1.47
C 0.11 -0.55 2.88
C 1.08 -1.26 3.81
S 1.10 -0.55 5.49
S 3.55 -4.21 -0.49
H -0.30 -0.56 0.88
H 0.60 -1.95 1.31
H 1.21 -0.34 1.18
H -0.93 -0.72 3.13
H 0.13 0.55 2.96
H 0.99 -2.35 3.81
H 2.07 -1.29 3.34
H 3.29 -4.18 0.83
H -0.88 -4.17 1.30
H -1.65 -2.99 0.80
O -0.75 -3.23 1.09
H -1.69 2.47 1.57
H -0.98 3.84 1.80
O -0.89 2.90 1.88
H -1.19 4.24 -0.68
H -2.45 5.03 -0.51
O -1.96 4.32 -0.10
H 0.56 2.11 0.75
H 1.92 1.79 0.03
O 1.21 1.43 0.57
H -2.56 2.33 -0.67
H -4.04 1.81 -0.58
O -3.12 1.56 -0.57
H 1.84 0.99 -3.54
H 0.47 0.46 -3.35
O 1.17 0.94 -2.85
H -3.82 -0.97 -2.43
H -3.68 -0.17 -3.77
O -3.34 -0.91 -3.26
H 1.18 0.79 5.24
H 3.25 -2.12 -1.16
O 3.93 -2.56 -0.61
H 0.45 2.92 -2.44
H 0.34 4.39 -2.94
O -0.17 3.66 -2.57
H -1.46 0.07 -4.23
H -1.15 -1.33 -3.59
O -0.80 -0.62 -4.12
H 3.92 -1.24 1.96
H 3.54 -1.53 0.55
O 3.17 -1.08 1.37
H 0.50 -2.14 -1.12
H 1.06 -1.12 -2.18
O 1.28 -1.64 -1.40
H -1.67 -0.28 -0.82
H -2.79 -0.60 0.25
O -2.08 -0.96 -0.28
```

The gap between HOMO and LUMO comes out at 8.889 eV. As for the spin multiplicity: 1. Its energy above the lowest of the compared OMol25 structures with the same formula, charge and spin is 0.00 kcal per mole. The value obtained for the energy is -1925.61612 Ha. The net charge is +1. The value obtained for the HOMO energy is -11.5 eV.

---

[6]
The following is a quantum chemistry calculation of a structure of composition C11H15BF9N3O6TeW, from the OMol25 dataset.

XYZ file:
```
47
Properties=species:S:1:pos:R:3
W 0.52 0.11 -0.14
O 0.29 -1.69 1.57
C 0.88 -1.39 2.84
C 2.22 -0.75 2.57
N 2.10 0.41 1.64
C 1.62 1.62 2.33
C 0.10 1.53 2.43
O -0.61 1.90 3.29
O -0.39 0.86 1.29
C 3.36 0.52 0.85
C 3.11 -0.20 -0.48
O 3.59 0.05 -1.52
O 1.99 -1.08 -0.26
H 0.58 -2.56 1.28
H 1.00 -2.29 3.43
H 0.18 -0.74 3.37
H 2.87 -1.48 2.10
H 2.70 -0.41 3.50
H 1.87 2.51 1.74
H 2.04 1.73 3.33
H 4.19 0.04 1.37
H 3.64 1.56 0.65
F 1.27 2.27 -3.24
Te -0.25 1.26 -3.00
F -0.07 0.66 -4.73
F -1.01 1.43 -1.12
F -1.80 0.21 -3.02
F -1.35 2.65 -3.47
O 0.63 -0.11 -2.10
N -4.45 -3.27 -1.65
C -3.39 -2.58 -1.27
C -2.09 -2.92 -1.73
C -1.02 -2.18 -1.33
N -1.13 -1.12 -0.48
C -2.37 -0.80 -0.02
C -3.49 -1.49 -0.38
H -4.38 -4.03 -2.30
H -5.38 -3.01 -1.35
H -1.93 -3.75 -2.40
H -0.02 -2.42 -1.69
H -2.44 0.04 0.66
H -4.45 -1.18 0.01
F -0.03 3.92 -1.63
B -0.07 4.61 -0.51
F 1.32 1.74 -0.54
F 0.06 3.93 0.62
F -0.01 5.90 -0.52
```

The gap between HOMO and LUMO comes out at 6.527 eV. As for the spin multiplicity: 1. Its energy above the lowest of the compared OMol25 structures with the same formula, charge and spin is 40.23 kcal per mole. The value obtained for the energy is -2302.32251 Ha. The net charge is +2. The value obtained for the HOMO energy is -15.7 eV.

---

[7]
The following is a quantum chemistry calculation of a cluster of 2 separate species, C2H11N2O in total, from the OMol25 dataset.

XYZ file:
```
16
Properties=species:S:1:pos:R:3
N -0.32 0.78 0.47
C 0.25 -0.22 -0.50
C 1.53 -0.93 -0.01
N 1.44 -2.31 -0.42
H -0.11 0.51 1.43
H 0.14 1.69 0.37
H -1.33 0.91 0.39
H -0.49 -1.00 -0.71
H 0.39 0.30 -1.44
H 2.39 -0.35 -0.35
H 1.60 -0.80 1.08
H 1.87 -2.51 -1.32
H 1.86 -2.96 0.23
H -3.55 1.71 0.01
H -2.93 2.99 0.64
O -2.74 2.18 0.13
```

The gap between HOMO and LUMO comes out at 10.059 eV. As for the spin multiplicity: 1. Its energy above the lowest of the compared OMol25 structures with the same formula, charge and spin is 13.70 kcal per mole. The value obtained for the energy is -267.30287 Ha. The net charge is +1. The value obtained for the HOMO energy is -13.4 eV.

---

[8]
The following is a quantum chemistry calculation of the molecule C5H11N, from the OMol25 dataset.

XYZ file:
```
17
Properties=species:S:1:pos:R:3
C -0.96 1.92 -0.14
C 0.07 1.25 -1.05
C 0.16 -0.24 -0.89
C 0.35 -0.86 0.31
C 0.01 -2.35 0.57
N 1.32 -0.35 1.13
H -0.99 2.93 -0.41
H -0.87 1.74 0.94
H -1.89 1.55 -0.60
H -0.32 1.50 -2.06
H 1.04 1.75 -0.72
H -0.38 -1.04 -1.55
H -0.26 -2.73 -0.42
H -0.92 -2.53 1.17
H 0.97 -2.71 0.86
H 1.58 0.54 0.68
H 1.10 -0.38 2.18
```

The gap between HOMO and LUMO comes out at 8.812 eV. As for the spin multiplicity: 1. Its energy above the lowest of the compared OMol25 structures with the same formula, charge and spin is 44.01 kcal per mole. The value obtained for the energy is -251.79240 Ha. The SMILES is CC/C=C(/C)N. The value obtained for the HOMO energy is -7.8 eV.